[1]
Computed, not measured: the ion C4H9N with charge -1, with ωB97M-V/def2-TZVPD.

```
! RIJCOSX wB97M-V def2-TZVPD def2/J DEFGRID3
* xyz -1 2
C -1.4142 0.2943 1.2304
C -0.1812 -0.1256 0.4797
C 0.8306 -0.8063 1.0364
C 0.8868 0.1080 -1.7107
N -0.2616 0.2004 -0.8535
H -1.4841 -0.2075 2.1948
H -1.3802 1.3813 1.3556
H -2.2964 0.1178 0.6195
H 0.8206 -1.1136 2.0743
H 1.7470 -1.0219 0.4962
H 1.7106 0.7631 -1.3829
H 1.2804 -0.9069 -1.7306
H 0.6286 0.3487 -2.7439
H -0.8868 0.9684 -1.0653
*
```

The calculation puts the molecular weight at 71.1 g/mol. The total energy is -212.48594 Eh. As for the expectation value of S²: 0.7502.

These are the natural (NBO) partial charges, in e, on atoms 1 to 5: -0.83 0.11 -0.61 -0.79 -0.68



[2]
Computed, not measured: a structure of composition C10H14IrN2P at a distorted geometry, with ωB97M-V/def2-TZVPD.

```
! RIJCOSX wB97M-V def2-TZVPD def2/J DEFGRID3
* xyz 0 5
C -1.0286 -0.0176 -2.6896
C -1.7545 1.0951 -3.2183
C -0.7747 2.1002 -3.4178
C 0.5562 1.5815 -3.3594
C 0.4199 0.2771 -2.7636
Ir -0.2327 -1.3294 0.2419
P -0.7667 -3.0765 -0.7664
H -1.4646 -0.9172 -2.2935
H -2.8358 1.1537 -3.3414
H -1.0207 3.1269 -3.7297
H 1.2158 -0.3529 -2.3779
H 1.4934 2.1136 -3.5727
H 0.2028 -4.0961 -1.0568
H -1.5681 -3.0628 -1.9428
H -1.5745 -3.7395 0.2128
N 1.3193 -1.7951 2.4813
C 0.9218 -0.5120 2.5551
C 0.7369 0.2053 3.7457
C 0.4266 1.5546 3.6563
C 0.3068 2.1557 2.4036
C 0.3697 1.3713 1.2475
N 0.5750 0.0228 1.3545
H 1.5936 -2.1815 1.5787
H 1.3891 -2.4078 3.2759
H 0.8031 -0.3704 4.6694
H 0.3016 2.1322 4.5679
H 0.1327 3.2209 2.3066
H 0.2567 1.7479 0.2328
*
```

The calculation puts the molecular weight at 385.4 g/mol. The total energy is -944.35212 Eh. As for the expectation value of S²: 6.0475.

These are the natural (NBO) partial charges, in e, on atoms 1 to 5: -0.20 -0.33 -0.06 -0.36 -0.15



[3]
Computed, not measured: a structure of composition C35H31F12Ge2NO2Pt at a distorted geometry, with ωB97M-V/def2-TZVPD.

```
! RIJCOSX wB97M-V def2-TZVPD def2/J DEFGRID3
* xyz 1 2
Pt 0.4364 -0.0184 0.2256
C -5.6604 -3.5147 -0.7317
C -4.2483 -3.0986 -0.4625
C -3.5336 -3.5987 0.6235
C -2.2079 -3.2742 0.7929
C -1.5632 -2.3830 -0.0843
N -0.2110 -2.1741 0.0884
C 0.6470 -3.1660 -0.0313
C 0.2066 -4.3965 -0.6417
C 1.0759 -5.3972 -0.9372
C 2.4442 -5.2590 -0.6410
C 3.4282 -6.2820 -1.0677
C 2.8823 -4.1025 0.0396
C 2.0406 -3.0765 0.3598
C 2.5715 -1.8378 1.0925
O 1.5886 -1.0591 1.6323
C 3.4955 -1.0660 0.0701
F 4.6768 -1.6463 -0.1379
F 3.7120 0.1822 0.4889
F 2.8996 -0.9928 -1.1450
C 3.4472 -2.2454 2.3282
F 2.7423 -3.0926 3.0939
F 3.7398 -1.1671 3.0434
F 4.6053 -2.8566 2.0206
C -2.3106 -1.7671 -1.1075
C -3.6195 -2.1698 -1.2984
C -1.6758 -0.6661 -1.9729
O -0.3639 -0.3852 -1.7285
C -2.5646 0.6002 -1.7535
F -1.9858 1.6920 -2.2422
F -2.7206 0.7822 -0.4158
F -3.7983 0.5217 -2.2694
C -1.7167 -1.0613 -3.4816
F -1.0610 -2.2255 -3.6427
F -2.9580 -1.2337 -3.9727
F -1.1197 -0.1318 -4.2215
H -5.9548 -4.3449 -0.0933
H -6.3410 -2.6803 -0.5490
H -5.7894 -3.8068 -1.7739
H -4.0144 -4.2597 1.3330
H -1.6328 -3.6834 1.6152
H -0.8363 -4.4815 -0.9140
H 0.7103 -6.2918 -1.4237
H 2.9471 -7.2108 -1.3650
H 3.9843 -5.8979 -1.9293
H 4.1574 -6.4782 -0.2811
H 3.9288 -4.0398 0.3043
H -4.1950 -1.7581 -2.1134
C -3.5549 3.7366 0.0700
Ge -2.0059 3.7579 1.2939
C -1.2409 5.5594 1.5497
C -2.4302 2.8510 2.9996
Ge -0.0020 2.3207 0.5130
C 0.6393 3.1682 -1.1571
C 0.0017 4.1691 -1.8779
C 0.5009 4.5687 -3.1089
C 1.6395 3.9680 -3.6295
C 2.2949 2.9777 -2.9136
C 1.7905 2.5733 -1.6856
C 1.3389 2.7091 1.9247
C 2.4728 3.4644 1.6197
C 3.4949 3.5775 2.5498
C 3.3881 2.9519 3.7854
C 2.2604 2.2043 4.0952
C 1.2441 2.0710 3.1628
H -4.1596 4.6230 0.2670
H -4.1576 2.8519 0.2672
H -3.2585 3.7363 -0.9770
H -1.9827 6.1900 2.0411
H -0.9687 6.0154 0.5993
H -0.3545 5.4986 2.1799
H -3.4153 3.1536 3.3579
H -1.6876 3.1006 3.7564
H -2.4342 1.7733 2.8430
H -0.8871 4.6476 -1.4801
H -0.0056 5.3414 -3.6730
H 2.0202 4.2776 -4.5942
H 3.1872 2.5103 -3.3112
H 2.3086 1.8048 -1.1217
H 2.5550 3.9656 0.6631
H 4.3806 4.1510 2.3073
H 4.1859 3.0505 4.5099
H 2.1814 1.7158 5.0579
H 0.3748 1.4647 3.3935
*
```

The calculation puts the molecular weight at 1065.9 g/mol. The total energy is -7028.78578 Eh. As for the expectation value of S²: 0.7614.

These are the Löwdin partial charges, in e, on atoms 1 to 5: 1.05 -0.02 -0.21 0.00 0.01



[4]
Computed, not measured: a structure of composition C8H23N2O3Tl at a distorted geometry, with ωB97M-V/def2-TZVPD.

```
! RIJCOSX wB97M-V def2-TZVPD def2/J DEFGRID3
* xyz 2 1
Tl 0.3566 3.4165 0.2917
O 3.2073 0.8921 2.0194
H 3.5603 0.2566 1.3666
C -0.3672 -0.1490 -5.7216
C 0.1628 -0.1318 -4.2615
C 1.6999 -0.1226 -4.1375
O 2.2351 0.1925 -2.8864
C 3.6711 0.3405 -2.9887
N -0.3810 1.1051 -3.7032
H -0.2090 0.7863 -6.2585
H -1.4485 -0.2848 -5.6982
H -0.1274 -1.0299 -6.3172
H -0.3603 -0.9485 -3.7639
H 2.1070 0.5874 -4.8575
H 2.0677 -1.0376 -4.6018
H 3.8443 1.0395 -2.1705
H 4.0310 0.8622 -3.8756
H 4.1150 -0.6062 -2.6810
H -0.0704 1.9349 -4.1881
H -1.3735 1.0476 -3.8815
C -2.1685 0.0532 5.9787
C -1.4470 -0.2636 4.6908
C -2.2728 -0.2087 3.3439
O -1.6130 -0.3933 2.1187
C -1.3764 -1.7965 1.9154
N -0.4401 0.7665 4.5818
H -2.4297 1.1085 6.0579
H -1.5172 -0.2202 6.8089
H -3.0378 -0.6014 6.0404
H -0.8299 -1.1598 4.7555
H -2.9571 0.6394 3.3700
H -3.0813 -0.9221 3.5039
H -0.9573 -2.3301 2.7685
H -0.5563 -1.7028 1.2036
H -2.1622 -2.4588 1.5521
H -0.2500 0.8507 5.5701
H 0.3756 0.4882 4.0553
*
```

The calculation puts the molecular weight at 399.7 g/mol. The total energy is -825.35202 Eh.

These are the natural (NBO) partial charges, in e, on atoms 1 to 5: 0.99 -0.46 0.44 -0.63 -0.08



[5]
Computed, not measured: a cluster of 2 separate species, C3H10S in total at a distorted geometry, with ωB97M-V/def2-TZVPD.

```
! RIJCOSX wB97M-V def2-TZVPD def2/J DEFGRID3
* xyz 0 1
C -2.4572 0.7615 -0.2227
H -1.9606 1.7193 -0.1431
H -2.3304 0.4679 -1.2565
H -3.5047 0.8900 0.0652
H -2.1049 -0.0306 0.4428
C 1.0323 -1.3512 -0.1462
C 1.4359 -0.0981 0.6046
S 2.8499 0.8312 -0.1651
H 1.7652 -2.1355 -0.0475
H 0.5093 -1.2460 -1.0903
H 0.1949 -1.6913 0.5079
H 0.6485 0.6220 0.7827
H 1.8287 -0.3647 1.5892
H 2.0931 1.6255 -0.9210
*
```

The calculation puts the molecular weight at 78.2 g/mol. The total energy is -518.45778 Eh. Its SMILES is CCS.C.

These are the natural (NBO) partial charges, in e, on atoms 1 to 5: -0.86 0.21 0.21 0.22 0.21



[6]
Computed, not measured: a cluster of 14 separate species, C5H37N2O14 in total at a distorted geometry, with ωB97M-V/def2-TZVPD.

```
! RIJCOSX wB97M-V def2-TZVPD def2/J DEFGRID3
* xyz 1 1
O -1.7741 -1.5627 1.1729
C -1.3168 -1.0474 2.1853
C -0.5038 0.2243 2.3009
C -0.8395 1.2792 1.2445
C -0.2610 0.8577 -0.0648
C 0.4318 1.6437 -0.8954
N 0.9687 1.0812 -2.1370
N -0.7524 0.8809 3.5201
H -1.3351 -1.6309 3.1234
H 0.5974 -0.1117 2.3566
H -1.9484 1.2472 1.1242
H -0.6898 2.2815 1.5514
H -0.6157 -0.2534 -0.2806
H 0.7803 2.6367 -0.6825
H 1.9709 1.0706 -2.0838
H 0.5750 0.2092 -2.2901
H 0.6028 1.7086 -2.8951
H -1.5625 1.4883 3.5909
H -0.6034 0.4034 4.4357
H -3.8287 -0.0418 -0.7931
H -2.5841 -0.0217 -0.0466
O -2.9776 0.3421 -0.8352
H 3.6927 -0.6797 -0.8268
H 3.5318 0.5654 -0.0528
O 3.9141 0.3268 -0.9274
H 0.6740 -3.4376 2.0988
H 1.4921 -2.0966 1.9770
O 0.5724 -2.4589 2.0034
H 2.3708 0.2745 2.3896
H 3.4529 -0.6169 2.2480
O 2.6200 -0.4143 1.8395
H -0.3222 5.9511 0.2862
H -1.0264 5.7332 -0.9728
O -1.0066 5.4178 -0.0618
H -2.8936 2.7083 -0.7822
H -2.2263 4.0338 -0.4588
O -2.6927 3.5720 -1.1876
H -1.0059 -1.6902 -2.7713
H 0.3128 -1.8537 -1.7508
O -0.1560 -1.3059 -2.4486
H -1.5305 3.0511 -2.7803
H -1.0620 3.4795 -4.2977
O -0.8094 3.2800 -3.4443
H -0.3528 -5.4318 1.0853
H 1.1018 -5.3038 0.6369
O 0.5571 -5.4072 1.4227
H -2.9699 -1.0127 -2.0000
H -2.6660 -0.7864 -3.3542
O -2.8157 -1.5494 -2.7946
H 1.7639 -3.3149 -0.9536
H 0.8900 -2.7325 0.1791
O 1.4382 -2.4666 -0.6054
H 1.2810 2.1984 2.3149
H 2.0546 2.4592 3.5755
O 2.0438 1.9718 2.7285
H 2.5345 -5.0630 -2.2490
H 1.0617 -5.1440 -2.0675
O 1.8418 -4.9419 -1.5999
*
```

The calculation puts the molecular weight at 349.4 g/mol. The total energy is -1375.32116 Eh.

These are the natural (NBO) partial charges, in e, on atoms 1 to 5: -0.59 0.48 -0.18 -0.46 -0.17